85
Properties=species:S:1:pos:R:3:forces:R:3 method="wB97M-V/def2-TZVPD" largest_force_ha_per_bohr=0.0143 s2=0.76 homo_lumo_gap_ev="7.6094 / 4.4317" charge=+1 spin_multiplicity=2 de_lowest_kcal_mol=13.9 e_tot_ha=-2655.28039
Rb 0.4930 -0.1450 -0.2202 0.1 -0.5 0.5
C 0.5582 -0.0745 4.7285 0.0 -0.1 0.0
C 0.9785 0.0352 3.3993 0.0 0.1 0.0
N 0.1323 -0.5593 2.5683 0.0 0.0 -0.1
N -0.8376 -1.0884 3.3414 0.0 -0.1 0.0
C -0.6020 -0.8075 4.6430 0.0 0.1 0.0
B -2.1298 -1.8191 2.8602 0.0 -0.1 0.0
N -1.9386 -2.6574 1.5545 0.1 0.0 0.0
C -2.6431 -3.7840 1.3073 0.0 0.1 0.0
C -2.2752 -4.2677 0.0721 0.0 0.0 0.1
C -1.3046 -3.3588 -0.3624 0.0 0.0 -0.1
N -1.1168 -2.3859 0.5207 0.1 0.1 -0.1
N -3.2481 -0.7683 2.6325 -0.1 -0.1 -0.2
C -4.3056 -0.3824 3.3774 0.2 0.1 0.1
C -4.9077 0.6865 2.7495 -0.1 -0.1 0.1
C -4.1484 0.8704 1.5914 0.0 -0.1 0.0
N -3.1547 -0.0068 1.5170 0.2 0.1 0.1
N -2.4585 -2.8457 3.9559 0.0 0.0 0.2
C -1.5768 -3.7882 4.3709 0.0 -0.1 0.0
C -2.2061 -4.5912 5.2884 0.1 0.0 -0.1
C -3.5035 -4.0572 5.3743 0.0 0.1 -0.1
N -3.6506 -3.0151 4.5742 -0.1 0.1 -0.1
H 1.0360 0.2963 5.6170 0.0 0.0 0.0
H 1.8603 0.5251 3.0119 0.0 0.0 0.0
H -1.2676 -1.1567 5.4132 0.0 0.0 0.0
H -3.3425 -4.1675 2.0305 0.0 0.0 0.0
H -2.6289 -5.1586 -0.4144 0.0 0.0 0.0
H -0.7326 -3.3715 -1.2798 0.0 0.0 0.0
H -4.5444 -0.9011 4.2850 0.0 -0.1 0.1
H -5.7749 1.2310 3.0772 0.0 0.0 0.0
H -4.2930 1.5958 0.8065 0.0 0.0 0.0
H -0.5744 -3.8178 3.9785 0.0 0.0 0.0
H -1.7939 -5.4335 5.8145 0.0 0.0 0.0
H -4.3309 -4.3852 5.9827 0.0 0.0 0.0
C -2.7356 3.0354 -1.1213 0.0 0.0 0.0
N -1.4300 2.3843 -1.3409 0.0 0.1 -0.1
P 0.0988 3.1093 -0.8903 0.0 0.2 0.0
C 0.0369 4.7541 -1.6456 0.0 0.0 0.0
C 0.8473 4.9771 -2.7574 0.0 0.0 0.0
C 0.7828 6.1817 -3.4438 0.0 0.0 0.0
C -0.0960 7.1673 -3.0220 0.0 0.0 0.0
C -0.9042 6.9569 -1.9102 0.0 0.0 0.0
C -0.8361 5.7585 -1.2202 0.0 0.0 0.0
C -0.1527 3.4060 0.8825 0.0 -0.1 0.0
C 0.4670 4.4976 1.4966 0.0 0.0 0.0
C 0.3218 4.6957 2.8600 0.0 0.0 0.0
C -0.4336 3.8102 3.6210 0.0 0.0 0.0
C -1.0286 2.7124 3.0208 0.0 0.0 0.0
C -0.8738 2.4979 1.6593 0.0 0.1 0.0
P -1.1394 1.4497 -2.6737 -0.1 -0.1 -0.1
C -1.0107 2.3250 -4.2279 0.0 0.1 0.0
C -2.0672 3.1387 -4.6463 0.0 0.0 0.0
C -1.9355 3.8763 -5.8099 0.0 0.0 0.0
C -0.7651 3.7949 -6.5558 0.0 0.0 0.0
C 0.2793 2.9804 -6.1439 0.0 0.0 0.0
C 0.1634 2.2488 -4.9723 0.0 0.0 0.0
C -2.2841 0.1233 -2.7456 0.0 0.0 0.0
C -2.7782 -0.4273 -1.5485 -0.1 0.1 -0.1
C -3.6948 -1.4587 -1.6076 0.0 0.0 0.0
C -4.0785 -1.9744 -2.8390 0.0 0.0 0.0
C -3.5503 -1.4645 -4.0286 0.0 0.0 0.1
C -2.6479 -0.4253 -3.9926 0.0 0.0 0.1
H -2.8012 3.3340 -0.0765 0.0 0.0 0.0
H -3.5363 2.3276 -1.3339 0.0 0.0 0.0
H -2.8408 3.9165 -1.7582 0.0 0.0 0.0
H 1.5359 4.2061 -3.0825 0.0 0.0 0.0
H 1.4211 6.3514 -4.3002 0.0 0.0 0.0
H -0.1470 8.1080 -3.5535 0.0 0.0 0.0
H -1.5819 7.7321 -1.5789 0.0 0.0 0.0
H -1.4525 5.6068 -0.3421 0.0 0.0 0.0
H 1.0464 5.2014 0.9124 0.0 0.0 0.0
H 0.7944 5.5484 3.3286 0.0 0.0 0.0
H -0.5479 3.9733 4.6842 0.0 0.0 0.0
H -1.6017 2.0021 3.6030 0.0 0.0 0.0
H -1.3465 1.6167 1.2408 -0.1 0.1 -0.1
H -2.9835 3.1944 -4.0711 0.0 0.0 0.0
H -2.7466 4.5112 -6.1388 0.0 0.0 0.0
H -0.6694 4.3712 -7.4660 0.0 0.0 0.0
H 1.1855 2.9189 -6.7304 0.0 0.0 0.0
H 0.9828 1.6254 -4.6365 0.0 0.0 0.0
H -2.4893 -0.0701 -0.5647 0.0 0.1 0.0
H -4.0826 -1.8681 -0.6843 0.0 0.0 0.0
H -4.7842 -2.7936 -2.8790 0.0 0.0 0.0
H -3.8535 -1.8822 -4.9786 0.0 0.0 0.0
H -2.2414 -0.0179 -4.9092 0.0 0.0 0.0

85
Properties=species:S:1:pos:R:3:forces:R:3 method="wB97M-V/def2-TZVPD" largest_force_ha_per_bohr=0.0053 s2=0.75 homo_lumo_gap_ev="6.7525 / 6.3327" charge=+3 spin_multiplicity=2 de_lowest_kcal_mol=0.0 e_tot_ha=-7542.51980
Pt -0.1694 0.8307 0.6017 0.1 0.2 0.0
F 3.9567 6.1605 -1.5166 0.0 0.0 0.0
C 3.4416 4.9680 -1.3566 0.0 0.0 0.0
C 4.1825 3.8365 -1.6575 0.0 0.0 0.0
F 5.4116 3.9451 -2.1099 0.0 0.0 0.0
C 3.6127 2.5847 -1.4794 0.0 0.0 0.0
F 4.3509 1.5239 -1.7965 0.0 0.0 0.0
C 2.3180 2.4112 -0.9990 0.0 0.1 0.0
P 1.7073 0.7150 -0.7333 -0.1 0.0 0.1
C 1.7058 -0.0695 -2.3467 0.0 0.0 0.0
C 1.4904 -1.4464 -2.4391 0.0 0.0 0.0
C 1.4966 -2.0594 -3.6814 0.0 0.0 0.0
C 1.7013 -1.3065 -4.8318 0.0 0.0 0.0
C 1.8974 0.0641 -4.7417 0.0 0.0 0.0
C 1.9041 0.6853 -3.5020 0.0 0.0 0.0
C 3.0484 0.0210 0.2914 0.0 0.0 0.0
C 3.2678 0.6307 1.5318 0.0 0.0 0.0
C 4.3743 0.2855 2.2975 0.0 0.0 0.0
C 5.2561 -0.6916 1.8378 0.0 0.0 0.0
C 5.0265 -1.3158 0.6181 0.0 0.0 0.0
C 3.9326 -0.9531 -0.1624 0.0 0.0 0.0
C 1.5955 3.5718 -0.7132 0.0 -0.1 0.0
Br -0.1901 3.5073 -0.0967 0.0 -0.1 0.1
C 2.1398 4.8274 -0.8856 0.0 0.0 0.0
F 1.4366 5.9125 -0.6095 0.0 0.0 0.0
H 1.2847 -2.0355 -1.5568 0.0 0.0 0.0
H 1.3357 -3.1267 -3.7538 0.0 0.0 0.0
H 1.7057 -1.7890 -5.8000 0.0 0.0 0.0
H 2.0527 0.6518 -5.6361 0.0 0.0 0.0
H 2.0573 1.7558 -3.4493 0.0 0.0 0.0
H 2.6070 1.4191 1.8817 0.0 0.0 0.0
H 4.5664 0.7974 3.2320 0.0 0.0 0.0
H 6.1359 -0.9405 2.4174 0.0 0.0 0.0
H 5.7255 -2.0548 0.2486 0.0 0.0 0.0
H 3.8009 -1.3990 -1.1393 0.0 0.0 0.0
C -1.5542 0.2086 -2.8462 -0.1 0.0 0.0
Ge -2.0805 0.2548 -0.9923 -0.2 0.0 0.2
C -3.0248 -1.3567 -0.3875 0.1 -0.1 -0.2
C -3.6748 -2.0333 -1.4273 0.1 -0.1 0.0
C -4.5793 -3.0561 -1.1701 0.0 0.0 0.0
C -4.8691 -3.4138 0.1390 0.0 0.0 0.0
C -4.2331 -2.7526 1.1849 0.0 0.0 0.0
C -3.3060 -1.7489 0.9212 -0.1 0.2 0.0
C -3.0658 1.8273 -0.3910 0.1 -0.1 0.1
C -3.8033 2.6280 -1.2268 0.0 -0.1 -0.1
C -4.4191 3.8052 -0.7486 0.0 0.0 0.0
C -4.2393 4.1979 0.5477 0.0 0.0 0.0
C -3.4581 3.4145 1.4338 0.0 0.0 0.0
C -3.1586 3.8462 2.7527 0.0 0.0 0.0
C -2.3397 3.1236 3.5859 -0.1 0.0 -0.1
C -1.8308 1.8912 3.1536 0.0 -0.1 -0.1
C -2.1068 1.4346 1.8749 0.1 0.2 0.2
C -2.9103 2.1976 0.9710 0.1 0.1 0.0
H -2.4555 0.0645 -3.4462 0.0 0.0 0.0
H -0.8732 -0.6181 -3.0406 0.0 0.0 0.0
H -1.0951 1.1494 -3.1425 0.0 0.0 0.0
H -3.4924 -1.7675 -2.4612 0.0 0.0 0.0
H -5.0726 -3.5567 -1.9925 0.0 0.0 0.0
H -5.6008 -4.1842 0.3443 0.0 0.0 0.0
H -4.4921 -2.9914 2.2110 0.0 0.0 0.0
H -2.8457 -1.2560 1.7674 0.0 0.0 0.0
H -3.9181 2.3746 -2.2746 0.0 0.0 0.0
H -5.0154 4.4050 -1.4224 0.0 0.0 0.0
H -4.6757 5.1212 0.9075 0.0 0.0 0.0
H -3.5819 4.7832 3.0951 0.0 0.0 0.0
H -2.1189 3.4812 4.5818 0.0 0.0 0.0
H -1.2511 1.2783 3.8331 0.0 0.0 0.0
H -1.9814 0.3608 1.6969 0.0 -0.2 0.0
N 2.4249 -2.3094 3.1741 0.0 0.0 0.0
C 1.9242 -3.1330 2.0217 0.0 0.1 -0.1
P 0.2724 -2.5650 1.4242 0.0 0.0 0.1
O 0.1461 -1.1479 1.9381 -0.1 0.0 0.0
O 0.1601 -2.9293 -0.0132 0.0 0.0 0.0
C -0.9887 -3.6745 2.2376 0.0 0.0 -0.1
N -1.6171 -4.4818 1.1354 0.1 0.0 -0.1
H 3.1722 -2.7828 3.6862 0.0 0.0 0.0
H 1.6800 -2.0683 3.8309 0.0 0.0 0.0
H 2.8057 -1.4163 2.8298 0.0 0.1 -0.1
H 1.9478 -4.1868 2.2928 0.0 0.0 0.1
H 2.6205 -2.9791 1.1985 0.0 0.0 0.0
H -1.7613 -3.0836 2.7211 0.0 0.0 0.0
H -0.5635 -4.3490 2.9782 0.0 0.0 0.0
H -1.1240 -4.1959 0.2594 0.0 0.0 0.0
H -2.6108 -4.2388 1.0189 0.0 0.0 0.0
H -1.5316 -5.4884 1.2709 0.0 0.0 0.0